1.
Entry from the Open Molecules 2025 dataset: 14 unconnected molecules or ions with the total composition C28H84O17 (ωB97M-V with the def2-TZVPD basis set).

The geometry in XYZ format:
```
129
Properties=species:S:1:pos:R:3:mulliken_charge:R:1
C 14.856 13.502 14.411 -0.363
C 14.565 14.525 13.329 -0.330
O 13.167 14.373 12.928 0.508
O 14.060 13.815 15.511 -0.660
H 15.926 13.495 14.620 0.494
H 14.518 12.569 13.961 -0.018
H 15.192 14.323 12.461 0.273
H 14.838 15.502 13.728 0.292
H 12.936 14.877 12.144 -0.216
H 13.148 13.767 15.215 0.253
C 7.409 7.904 9.552 -0.288
C 6.976 9.406 9.653 -0.567
O 7.961 10.043 10.450 0.317
O 6.877 7.247 10.707 -0.586
H 8.489 7.815 9.442 -0.024
H 6.941 7.542 8.636 0.559
H 5.984 9.568 10.074 0.414
H 6.921 9.815 8.644 0.204
H 8.831 9.844 10.096 -0.452
H 6.981 6.299 10.597 0.303
C 10.930 9.772 6.987 -0.844
C 11.118 8.893 8.289 -0.279
O 10.702 9.525 9.448 0.259
O 11.750 10.888 6.997 -0.368
H 9.913 10.133 6.840 0.082
H 11.232 9.125 6.163 0.489
H 12.183 8.669 8.357 0.316
H 10.621 7.925 8.215 0.464
H 10.952 10.449 9.374 -0.193
H 12.623 10.624 6.698 0.280
C 6.038 14.621 10.911 -1.454
C 6.347 13.215 11.335 0.812
O 7.465 13.346 12.148 -0.555
H 5.308 14.700 10.105 0.412
H 6.931 15.142 10.567 0.210
H 5.633 15.165 11.764 0.380
H 6.600 12.520 10.534 -0.502
H 5.503 12.802 11.887 0.308
H 7.646 12.483 12.526 -0.084
C 7.563 11.412 15.923 -1.621
C 8.511 10.943 14.776 1.344
O 7.819 10.995 13.552 -0.563
H 8.086 11.322 16.875 0.402
H 6.625 10.858 15.976 0.403
H 7.259 12.457 15.869 0.327
H 8.865 9.947 15.040 0.202
H 9.363 11.621 14.726 -0.928
H 7.614 10.138 13.173 0.129
C 11.471 7.143 12.158 -1.285
C 9.977 7.356 12.263 0.939
O 9.719 7.763 13.605 -0.632
H 12.047 8.035 12.403 0.057
H 11.815 6.902 11.152 0.380
H 11.723 6.297 12.799 0.407
H 9.439 6.491 11.875 0.383
H 9.755 8.183 11.589 -0.551
H 8.770 7.901 13.660 0.264
C 14.738 12.014 10.561 -0.782
C 14.319 11.210 9.408 0.662
O 15.327 11.176 8.477 -0.596
H 13.876 12.279 11.172 -0.240
H 15.319 12.914 10.360 0.427
H 15.305 11.428 11.284 0.389
H 13.474 11.730 8.956 -0.292
H 14.040 10.206 9.729 0.116
H 14.864 10.780 7.735 0.356
C 6.870 12.796 7.384 -1.565
C 8.184 13.150 8.032 0.740
O 9.017 13.532 6.994 -0.625
H 6.542 13.637 6.773 0.402
H 6.080 12.512 8.078 0.303
H 7.027 11.965 6.696 0.453
H 8.644 12.324 8.574 -0.289
H 8.131 13.987 8.728 0.163
H 8.962 12.811 6.363 0.321
C 13.788 9.801 15.695 -1.450
C 12.505 9.677 14.918 1.595
O 11.876 8.442 15.206 -0.599
H 13.973 10.871 15.788 0.249
H 14.610 9.370 15.124 0.365
H 13.785 9.276 16.650 0.409
H 12.690 9.694 13.844 -0.291
H 11.864 10.543 15.088 -0.596
H 11.071 8.371 14.687 0.311
C 10.974 12.611 17.125 -1.067
C 10.426 13.738 16.176 -0.179
O 11.224 13.732 15.050 0.340
H 10.377 12.607 18.037 0.429
H 11.986 12.872 17.435 0.380
H 10.831 11.640 16.650 0.022
H 10.508 14.755 16.560 0.418
H 9.427 13.515 15.802 0.166
H 10.836 14.200 14.306 -0.063
C 12.716 15.786 6.689 -1.201
C 12.066 14.514 7.236 0.297
O 11.105 14.855 8.206 -0.710
H 12.032 16.298 6.012 0.354
H 13.685 15.572 6.239 0.410
H 12.884 16.432 7.550 0.035
H 12.845 13.870 7.641 -0.051
H 11.676 13.915 6.413 0.455
H 10.342 14.412 7.827 0.177
C 11.119 11.499 12.149 1.494
C 10.558 12.368 11.029 0.402
O 11.081 12.115 9.718 1.084
H 10.706 10.491 12.113 -0.367
H 10.840 11.960 13.096 -0.900
H 12.209 11.482 12.169 -0.202
H 10.774 13.418 11.225 -0.426
H 9.479 12.227 10.963 0.070
H 10.708 12.827 9.192 -0.847
C 10.553 16.853 13.446 -1.338
C 9.586 16.065 12.594 0.365
O 9.443 14.849 13.309 -0.395
H 10.106 16.974 14.433 0.506
H 10.716 17.856 13.052 0.442
H 11.519 16.401 13.671 -0.065
H 9.918 15.886 11.571 -0.099
H 8.644 16.612 12.550 0.428
H 8.753 14.366 12.847 0.367
C 13.447 17.810 11.555 -1.341
C 12.538 17.132 10.503 -0.159
O 12.566 15.693 10.583 -0.094
H 13.169 17.589 12.585 0.215
H 13.357 18.892 11.465 0.396
H 14.465 17.443 11.423 0.368
H 12.917 17.417 9.522 0.205
H 11.535 17.556 10.541 0.351
H 12.029 15.335 9.872 -0.118
```

Computed properties:
- E_HOMO (eV) = -9.023
- energy (eV) = -65202.160
- LUMO (eV) = 0.052
- energy relative to the best compared isomer or geometry (same formula, charge and spin) (kcal per mole) = 0.0

=====

2.
Entry from the Open Molecules 2025 dataset: 3 unconnected molecules or ions with the total composition C19H38NO2 (ωB97M-V with the def2-TZVPD basis set).

The geometry in XYZ format:
```
60
Properties=species:S:1:pos:R:3:nbo_charge:R:1
C 1.058 4.924 -3.385 -0.320
C 1.400 3.765 -2.839 -0.005
C 1.544 2.213 -2.361 -0.456
C 2.223 1.279 -3.496 -0.415
C 3.833 1.289 -3.503 -0.227
N 4.451 2.576 -3.975 -0.613
C 4.879 2.453 -5.433 -0.332
C 3.535 2.516 -6.348 0.727
O 2.844 3.609 -6.414 -0.736
O 3.148 1.317 -7.013 -0.854
H 0.986 5.775 -4.170 0.270
H 0.463 1.802 -2.196 0.223
H 2.094 2.168 -1.344 0.217
H 1.752 1.508 -4.519 0.272
H 1.903 0.175 -3.237 0.191
H 4.235 0.445 -4.186 0.194
H 4.227 1.093 -2.425 0.168
H 5.370 2.617 -3.472 0.332
H 5.527 3.384 -5.684 0.195
H 5.512 1.499 -5.616 0.168
C -1.388 -2.184 0.867 -0.609
C -2.292 -1.727 -0.269 -0.399
C -2.320 -2.701 -1.449 -0.396
C -0.978 -2.910 -2.157 -0.395
C -0.325 -1.639 -2.708 -0.403
C -1.161 -0.955 -3.779 -0.613
H -0.345 -2.257 0.549 0.205
H -1.432 -1.469 1.694 0.204
H -1.703 -3.160 1.246 0.196
H -1.987 -0.730 -0.603 0.201
H -3.311 -1.623 0.118 0.195
H -3.064 -2.353 -2.173 0.201
H -2.679 -3.676 -1.096 0.193
H -1.129 -3.618 -2.981 0.199
H -0.275 -3.396 -1.471 0.194
H 0.643 -1.910 -3.144 0.210
H -0.112 -0.935 -1.899 0.193
H -1.347 -1.630 -4.621 0.201
H -0.634 -0.076 -4.161 0.231
H -2.124 -0.619 -3.387 0.192
C -1.628 -2.663 4.887 -0.610
C -2.266 -1.785 5.953 -0.398
C -2.798 -0.459 5.405 -0.397
C -1.740 0.470 4.801 -0.398
C -0.597 0.860 5.743 -0.399
C -1.066 1.643 6.961 -0.609
H -0.754 -2.184 4.439 0.204
H -1.297 -3.609 5.326 0.206
H -2.343 -2.892 4.092 0.204
H -1.549 -1.607 6.761 0.192
H -3.102 -2.334 6.402 0.198
H -3.327 0.065 6.209 0.197
H -3.552 -0.669 4.637 0.201
H -2.240 1.381 4.453 0.202
H -1.313 0.003 3.907 0.203
H 0.113 1.479 5.184 0.205
H -0.045 -0.028 6.064 0.192
H -1.582 2.560 6.661 0.202
H -0.209 1.925 7.579 0.207
H -1.744 1.054 7.584 0.198
```

Computed properties:
- E_HOMO (eV) = -3.941
- charge = -1
- energy (eV) = -25901.213
- LUMO (eV) = 2.228